{"formula": "C30H45NO4P2Ti", "method": "ωB97M-V/def2-TZVPD", "total_charge": 2, "orbital_gap_ev": [5.126, 5.118], "e_lumo_ha": [-0.293, -0.292], "e_homo_ev": [-13.097, -13.056], "elements": ["Ti", "C", "C", "C", "C", "C", "C", "H", "H", "H", "C", "H", "H", "H", "C", "H", "H", "H", "C", "H", "H", "H", "C", "H", "H", "H", "C", "C", "C", "C", "C", "C", "C", "C", "H", "H", "H", "H", "H", "H", "H", "H", "H", "H", "H", "H", "P", "C", "C", "P", "C", "C", "C", "H", "H", "H", "H", "H", "H", "H", "H", "H", "H", "H", "H", "H", "H", "O", "C", "O", "C", "C", "C", "C", "C", "C", "N", "O", "O", "H", "H", "H", "H"], "positions_angstrom": [[0.1525, 0.2906, -1.3160], [-0.9040, -1.9990, 0.3050], [0.3157, -1.9458, -0.4895], [0.6528, -0.9006, 1.5809], [-0.6920, -1.3213, 1.5283], [1.3197, -1.2973, 0.3666], [-2.0735, -2.8776, 0.0401], [-1.8717, -3.5971, -0.7738], [-2.9539, -2.2612, -0.2215], [-2.3499, -3.4610, 0.9426], [-1.7264, -1.1814, 2.5869], [-2.4063, -2.0415, 2.5771], [-2.3292, -0.2743, 2.4321], [-1.2605, -1.1268, 3.5730], [1.3343, -0.2727, 2.7449], [0.8143, -0.5138, 3.6913], [1.3565, 0.8301, 2.6278], [2.3797, -0.6232, 2.8163], [2.8065, -1.4764, 0.2762], [3.1849, -2.1476, 1.0876], [3.3158, -0.4954, 0.3839], [3.0777, -1.9130, -0.7017], [0.6838, -2.8193, -1.6432], [1.2167, -3.7336, -1.3036], [1.3537, -2.2774, -2.3362], [-0.2140, -3.1233, -2.1984], [-1.4765, 1.8970, -4.1700], [-1.9681, 0.5991, -4.5823], [-1.2920, -0.1915, -5.6424], [0.2742, -0.2236, -5.6276], [0.8980, 0.0576, -4.2817], [1.6321, 1.3511, -4.0685], [0.9767, 2.5514, -4.8632], [-0.4960, 2.5605, -5.1814], [-1.6288, 0.1634, -6.6440], [0.6539, 0.3808, -6.4622], [-1.6448, -1.2340, -5.5948], [-0.6263, 2.1994, -6.2213], [-2.2558, 2.6454, -3.9226], [-3.0460, 0.4333, -4.4235], [-0.7787, 3.6197, -5.3085], [1.2975, 3.5290, -4.4952], [2.6491, 1.3451, -4.5551], [1.5302, 2.4625, -5.8135], [0.5751, -1.2388, -5.9187], [1.3452, -0.8650, -3.8564], [-2.7227, 0.1279, -2.3286], [-3.8832, 1.5133, -2.2142], [-2.5088, -1.5330, -3.0489], [2.1871, 1.4018, -2.3626], [-1.2094, 1.1663, -2.6541], [3.7423, 0.4079, -2.4810], [2.2945, 3.1554, -2.0373], [-3.4253, 2.3396, -1.6336], [-4.7997, 1.1865, -1.6978], [-4.1399, 1.8847, -3.2181], [-1.5897, -1.6004, -3.6598], [-3.3877, -1.7334, -3.6879], [-2.4503, -2.3045, -2.2743], [2.3050, 3.8281, -2.9073], [3.2003, 3.2636, -1.4479], [1.4300, 3.4010, -1.4119], [-1.0498, 2.0197, -1.9171], [-0.3088, 0.4784, -3.0641], [4.2666, 0.6054, -1.5478], [4.3929, 0.6575, -3.3261], [3.5347, -0.6627, -2.5422], [-1.0536, 3.3869, -0.3680], [-0.7295, 2.6086, 0.5386], [-0.1917, 1.4414, 0.2483], [-0.9707, 3.0472, 1.9626], [-0.9535, 2.1746, 3.0596], [-1.1838, 2.6400, 4.3486], [-1.4457, 4.0093, 4.5379], [-1.4673, 4.8964, 3.4481], [-1.2508, 4.4073, 2.1852], [-1.7026, 4.5452, 5.8353], [-1.7350, 3.8270, 6.8517], [-1.9165, 5.7727, 5.9534], [-0.7884, 1.1099, 2.9425], [-1.1730, 1.9935, 5.2270], [-1.6570, 5.9562, 3.5800], [-1.3126, 5.0462, 1.3076]], "forces_ev_per_a": [[-0.05, -1.80, 4.09], [0.50, 0.21, 0.68], [1.06, 1.71, 0.62], [0.08, -0.41, -0.53], [0.02, -0.37, -0.86], [-1.07, 0.03, -1.02], [-0.56, -0.02, -0.28], [-0.14, 0.30, 0.40], [0.13, -0.38, 0.13], [0.23, 0.37, -0.48], [-0.21, 0.04, 0.05], [0.11, 0.23, 0.10], [0.04, -0.26, 0.13], [-0.18, 0.03, -0.01], [0.22, 0.06, 0.15], [0.30, 0.20, -0.46], [0.06, -0.51, 0.10], [-0.45, 0.18, 0.02], [0.49, 0.23, -0.03], [-0.29, 0.45, -0.67], [-0.05, -0.68, -0.02], [0.05, 0.16, 0.54], [0.13, -0.48, -0.17], [-0.29, 0.43, -0.27], [-0.18, -0.40, 0.19], [0.36, -0.04, 0.02], [0.26, 0.46, 1.04], [-2.61, 1.30, -2.17], [0.42, -1.43, 0.76], [-0.12, -0.47, -0.18], [0.07, -1.08, 1.60], [0.77, 0.21, -2.02], [1.64, -0.38, -0.05], [-0.21, 0.58, 0.18], [-0.23, 0.23, 0.77], [0.04, 0.20, 0.53], [-0.16, 0.39, -0.20], [-0.34, -0.34, 0.82], [0.16, -0.75, -0.26], [0.58, 0.13, -1.23], [-0.10, -0.39, 0.42], [-0.11, -0.28, 0.26], [-0.71, -0.29, 0.10], [-0.46, 0.32, 0.16], [-0.30, 0.14, 0.07], [0.35, 0.82, -0.53], [3.18, 0.59, 3.66], [-1.70, -0.23, -0.68], [-0.80, -0.83, -0.88], [-0.71, -0.77, -0.53], [-0.34, 2.28, -2.44], [-0.01, 0.70, 0.45], [0.63, 0.36, 0.79], [0.13, -0.77, -0.20], [0.25, 0.22, -0.29], [-0.24, 0.02, 0.32], [-0.52, 0.14, 0.41], [0.42, -0.21, 0.01], [-0.26, 0.50, -0.13], [0.26, -0.54, 0.31], [0.09, 0.63, 0.21], [0.16, 0.14, -0.03], [-0.56, -0.37, -0.36], [0.96, -0.40, -1.65], [0.30, -0.23, 0.01], [-0.27, 0.31, 0.13], [-0.28, 0.20, 0.11], [0.30, -0.86, 0.26], [-0.70, 1.49, -0.89], [0.14, -0.62, -0.45], [0.08, -0.36, 0.44], [0.05, -0.04, -0.07], [-0.28, 0.97, 0.51], [0.45, -0.66, -1.88], [-0.10, -0.10, 0.66], [0.17, -0.65, -0.97], [-1.00, 2.20, 4.26], [0.36, 0.04, -2.36], [0.52, -2.04, -1.19], [0.05, 0.34, -0.19], [-0.03, 0.11, -0.33], [-0.03, -0.24, 0.24], [0.09, 0.04, 0.31]]}



{"formula": "C30H46N2O20", "method": "ωB97M-V/def2-TZVPD", "orbital_gap_ev": 7.334, "e_lumo_ha": 0.002, "e_homo_ev": -7.290, "elements": ["N", "C", "N", "C", "C", "C", "C", "O", "O", "C", "H", "H", "H", "H", "H", "H", "H", "H", "H", "H", "C", "C", "C", "O", "C", "O", "O", "H", "H", "H", "H", "H", "H", "C", "C", "C", "O", "C", "O", "O", "H", "H", "H", "H", "H", "H", "C", "C", "C", "O", "C", "O", "O", "H", "H", "H", "H", "H", "H", "C", "C", "C", "O", "C", "O", "O", "H", "H", "H", "H", "H", "H", "C", "C", "C", "O", "C", "O", "O", "H", "H", "H", "H", "H", "H", "C", "C", "C", "O", "C", "O", "O", "H", "H", "H", "H", "H", "H"], "positions_angstrom": [[6.0387, -8.1831, 4.4911], [5.0472, -7.7922, 3.5358], [3.6614, -7.8260, 4.0392], [2.7498, -6.9592, 3.7884], [1.4346, -7.3880, 4.3706], [1.6713, -8.9128, 4.3621], [0.6522, -9.8430, 5.0528], [1.0250, -10.2811, 6.1581], [-0.3838, -10.0231, 4.4017], [3.0970, -8.9081, 4.9039], [5.8910, -7.7877, 5.4094], [6.1065, -9.1878, 4.5604], [5.2338, -6.7993, 3.1266], [5.0852, -8.4916, 2.6988], [2.9694, -6.0710, 3.1981], [0.6133, -7.1079, 3.7141], [1.3316, -6.9927, 5.3858], [1.7377, -9.1900, 3.3036], [3.6572, -9.8328, 4.9670], [3.0390, -8.4596, 5.9002], [0.9693, -0.6838, 2.1359], [1.2171, -2.0349, 1.5287], [0.3749, -3.1626, 2.0884], [1.2542, -4.2996, 1.9339], [2.5172, -3.8430, 1.9224], [3.4802, -4.5566, 1.9939], [2.5579, -2.5120, 1.8321], [1.2677, -0.6670, 3.1857], [1.5489, 0.0819, 1.6192], [-0.0865, -0.4432, 2.0555], [1.1265, -1.9915, 0.4413], [-0.5498, -3.3246, 1.5482], [0.1615, -3.0335, 3.1512], [-1.3022, 1.1656, -2.5172], [-2.2317, 0.4049, -1.6090], [-3.0309, 1.2618, -0.6536], [-3.2154, 0.3742, 0.4736], [-2.1987, -0.4972, 0.4676], [-1.9303, -1.2414, 1.3674], [-1.4958, -0.4273, -0.6755], [-0.5150, 1.6548, -1.9442], [-0.8232, 0.4983, -3.2268], [-1.8689, 1.9183, -3.0679], [-2.8837, -0.2532, -2.1893], [-3.9946, 1.5652, -1.0529], [-2.4917, 2.1398, -0.3147], [0.6859, -0.5929, -8.0970], [0.8187, 0.5627, -7.1393], [2.1849, 1.2188, -7.1000], [2.2633, 1.6876, -5.7481], [1.4566, 0.9087, -4.9901], [1.4257, 0.9135, -3.8029], [0.6848, 0.1223, -5.7741], [1.3207, -1.4212, -7.7814], [-0.3409, -0.9539, -8.1286], [0.9740, -0.2846, -9.1023], [0.0393, 1.3075, -7.3212], [2.2876, 2.0536, -7.7879], [2.9918, 0.5019, -7.2691], [-8.2412, -0.4115, -0.3800], [-7.3959, 0.8082, -0.6398], [-8.1647, 2.0967, -0.8588], [-7.3005, 2.8249, -1.7395], [-6.5503, 1.9303, -2.4205], [-5.8536, 2.1950, -3.3463], [-6.6897, 0.6924, -1.8923], [-8.8360, -0.6553, -1.2608], [-7.6169, -1.2736, -0.1503], [-8.9080, -0.2349, 0.4642], [-6.6480, 0.9350, 0.1477], [-8.3281, 2.6661, 0.0521], [-9.1189, 1.9278, -1.3637], [1.2933, 3.7250, 1.8089], [0.2478, 4.4865, 1.0421], [-0.3966, 5.6326, 1.7963], [-1.7147, 5.6784, 1.2202], [-2.0037, 4.4515, 0.7473], [-3.0766, 4.0965, 0.3694], [-0.9056, 3.6634, 0.7580], [0.8388, 3.2095, 2.6566], [1.7697, 2.9728, 1.1804], [2.0574, 4.4106, 2.1687], [0.6460, 4.8280, 0.0820], [0.1020, 6.5860, 1.6567], [-0.4902, 5.4198, 2.8633], [3.6489, 8.8847, -2.3531], [2.6975, 8.1545, -1.4415], [1.8965, 9.0339, -0.5015], [1.7008, 8.1725, 0.6291], [2.7101, 7.2695, 0.6450], [2.9349, 6.5300, 1.5494], [3.4128, 7.3239, -0.5032], [4.4372, 9.3640, -1.7724], [4.1216, 8.1958, -3.0513], [3.1145, 9.6433, -2.9253], [2.0349, 7.5017, -2.0160], [0.9352, 9.3421, -0.9032], [2.4584, 9.9122, -0.1767]], "forces_ev_per_a": [[-0.18, -0.01, -0.11], [0.25, -0.16, -0.19], [0.04, 0.11, 0.12], [-0.03, 0.06, 0.26], [0.16, -0.45, -1.07], [0.45, -0.08, -0.10], [0.02, 0.10, 0.31], [0.09, -0.01, 0.13], [-0.20, 0.06, -0.08], [-0.53, 0.47, 0.35], [0.09, 0.08, -0.01], [0.02, 0.00, 0.15], [-0.13, 0.10, 0.17], [0.01, 0.00, 0.02], [0.06, -0.08, 0.02], [-0.13, 0.28, 0.30], [-0.17, 0.03, 0.00], [-0.18, -0.15, 0.02], [0.10, 0.00, -0.48], [0.22, -0.39, 0.18], [0.41, 0.26, 0.12], [-0.21, 0.09, 0.06], [-0.04, -0.03, -0.04], [-0.06, 0.02, 0.12], [0.05, -0.01, -0.06], [0.04, 0.07, 0.03], [-0.01, 0.00, -0.13], [-0.07, -0.11, 0.01], [-0.01, -0.03, -0.03], [0.08, -0.01, 0.05], [0.01, -0.04, -0.01], [0.04, -0.08, -0.06], [0.01, 0.04, 0.00], [0.02, -0.17, 0.09], [0.01, 0.25, -0.11], [-0.11, -0.14, -0.13], [-0.01, 0.06, -0.04], [0.04, -0.09, 0.00], [-0.24, -0.06, -0.04], [-0.06, -0.07, -0.06], [-0.06, 0.06, 0.04], [-0.01, 0.00, -0.01], [-0.03, 0.00, 0.01], [-0.02, -0.04, 0.07], [-0.06, -0.08, 0.10], [0.03, -0.10, -0.07], [-0.09, -0.16, 0.14], [0.04, -0.08, -0.16], [0.01, 0.05, -0.01], [0.03, -0.03, -0.04], [-0.02, -0.04, 0.00], [0.19, 0.04, -0.03], [-0.05, 0.06, 0.00], [0.08, 0.05, -0.03], [0.00, 0.02, -0.02], [0.00, 0.02, 0.00], [0.02, 0.03, 0.02], [0.00, 0.07, 0.08], [-0.03, -0.04, -0.02], [0.09, -0.14, -0.16], [-0.15, -0.07, 0.09], [0.01, 0.04, 0.05], [-0.10, -0.05, -0.03], [0.09, 0.02, 0.01], [0.04, 0.00, -0.02], [0.06, 0.03, 0.07], [-0.06, 0.08, 0.02], [0.00, 0.01, 0.03], [0.01, 0.02, 0.02], [0.01, 0.04, -0.01], [0.08, 0.07, -0.03], [0.00, -0.05, 0.01], [-0.07, -0.33, 0.04], [0.15, 0.06, 0.16], [0.01, 0.06, -0.02], [0.03, 0.00, 0.06], [-0.03, -0.01, 0.02], [-0.01, 0.26, 0.08], [0.03, 0.02, -0.09], [-0.02, 0.08, 0.04], [0.00, 0.03, -0.03], [0.01, 0.02, -0.03], [-0.04, 0.03, -0.01], [-0.08, 0.03, -0.06], [0.02, -0.05, 0.00], [0.19, -0.12, 0.05], [0.03, 0.16, -0.10], [-0.05, 0.01, -0.01], [0.01, 0.05, 0.00], [0.09, 0.00, -0.04], [-0.07, 0.02, 0.00], [-0.06, -0.05, -0.02], [-0.07, 0.07, 0.03], [-0.03, 0.00, -0.01], [-0.02, -0.01, 0.00], [-0.03, -0.01, 0.03], [-0.05, -0.08, 0.07], [0.04, 0.00, -0.03]]}